(1)
22
Properties=species:S:1:pos:R:3:nbo_charge:R:1 method="wB97M-V/def2-TZVPD" homo_energy_ev=-8.91 spin_multiplicity=1 smiles=C[C@H](CN)N1C[C@H]1C e_lumo_ev=1.10
C -0.939 -0.485 1.323 -0.07
C -0.678 -1.670 0.473 -0.25
C -0.412 -0.382 2.728 -0.61
N 0.004 -0.422 0.239 -0.44
H 1.796 0.672 0.294 0.38
H -1.897 0.021 1.165 0.19
H -0.066 -2.480 0.855 0.20
H -1.462 -1.982 -0.217 0.19
H -1.100 -0.861 3.424 0.21
H 0.558 -0.870 2.795 0.21
H -0.298 0.661 3.016 0.21
C -0.294 0.395 -1.003 -0.05
C 0.482 1.712 -0.812 -0.22
C 0.163 -0.367 -2.239 -0.62
N 1.857 1.460 -0.421 -0.84
H 2.373 1.099 -1.212 0.34
H -1.379 0.596 -1.063 0.17
H 0.013 2.265 0.012 0.18
H 0.445 2.320 -1.721 0.19
H -0.411 -1.281 -2.363 0.21
H 0.035 0.247 -3.127 0.21
H 1.211 -0.648 -2.145 0.21



(2)
22
Properties=species:S:1:pos:R:3:nbo_charge:R:1 method="wB97M-V/def2-TZVPD" homo_energy_ev=-7.58 spin_multiplicity=1 e_lumo_ev=0.97
C -1.099 -2.558 0.566 -0.44
C 0.481 -0.345 -1.930 -0.66
C 0.339 -1.109 -0.640 0.15
N -0.885 -1.402 -0.245 -0.50
H 1.055 -1.958 -0.647 0.15
H -0.466 -3.419 0.286 0.18
H -2.153 -2.841 0.503 0.20
H -0.945 -2.356 1.646 0.18
H -0.125 0.558 -1.852 0.21
H 1.536 -0.153 -2.132 0.21
H 0.118 -0.932 -2.775 0.23
C 1.228 2.323 0.119 -0.65
N -1.450 1.262 0.898 -0.80
C -0.291 0.738 1.331 0.10
C 0.942 0.968 0.723 -0.36
H -1.421 1.995 0.204 0.38
H -2.200 0.612 0.702 0.40
H -0.375 -0.072 2.043 0.19
H 1.776 0.598 1.310 0.20
H 1.244 3.129 0.859 0.21
H 0.477 2.607 -0.620 0.19
H 2.212 2.356 -0.351 0.22



(3)
22
Properties=species:S:1:pos:R:3:nbo_charge:R:1 method="wB97M-V/def2-TZVPD" homo_energy_ev=-7.70 spin_multiplicity=1 e_lumo_ev=0.96
C -0.422 0.572 -2.005 -0.69
C -0.116 -2.342 0.750 -0.73
C 0.384 0.265 -0.770 0.26
C -0.947 -1.203 0.272 0.20
N 1.575 -0.196 -0.702 -0.79
N -2.151 -1.121 -0.063 -0.66
H 1.936 -0.470 -1.610 0.35
H -2.656 -2.014 -0.020 0.33
H -0.309 -0.233 -2.733 0.22
H -1.481 0.667 -1.768 0.25
H 0.929 -2.157 0.491 0.26
H -0.191 -2.416 1.837 0.24
H -0.074 1.503 -2.455 0.23
H -0.444 -3.287 0.310 0.22
C 1.013 1.588 1.615 -0.64
C 0.110 1.699 0.413 -0.45
H 1.122 2.553 2.116 0.22
H 2.003 1.254 1.296 0.24
H 0.630 0.863 2.336 0.20
H -0.945 1.878 0.627 0.21
H 0.441 2.463 -0.288 0.22
H -0.405 0.134 0.352 0.30



(4)
22
Properties=species:S:1:pos:R:3:nbo_charge:R:1 method="wB97M-V/def2-TZVPD" homo_energy_ev=-8.46 spin_multiplicity=1 smiles="[H]/N=C/CCC.C=NC" e_lumo_ev=0.75
C -1.275 0.086 -0.098 -0.47
C -1.121 -0.612 1.257 -0.39
C 2.602 0.193 -0.170 -0.45
C 1.147 0.289 -2.040 -0.15
C -2.180 -1.693 1.452 -0.60
N 1.451 -0.292 -0.883 -0.44
C -0.246 1.149 -0.297 0.31
N 0.275 1.955 0.496 -0.72
H 0.390 2.925 0.227 0.37
H -2.260 0.563 -0.163 0.23
H -1.207 -0.643 -0.905 0.22
H -0.123 -1.046 1.301 0.22
H -1.190 0.134 2.051 0.21
H 2.278 0.894 0.616 0.22
H 3.100 -0.645 0.320 0.21
H -0.031 1.261 -1.592 0.11
H 3.327 0.712 -0.812 0.17
H 1.846 0.983 -2.525 0.17
H 0.562 -0.299 -2.745 0.20
H -2.104 -2.457 0.676 0.20
H -2.053 -2.186 2.417 0.21
H -3.189 -1.273 1.417 0.20



(5)
22
Properties=species:S:1:pos:R:3:nbo_charge:R:1 method="wB97M-V/def2-TZVPD" homo_energy_ev=-7.70 spin_multiplicity=1 smiles="CN/C=C/C[C@H](C)N" e_lumo_ev=1.14
C 2.405 -0.951 -1.009 -0.63
C 1.498 0.223 -1.335 -0.04
C 0.768 0.845 -0.083 -0.42
C -0.124 -0.150 0.610 -0.30
C -1.420 0.135 0.770 0.01
N -2.381 -0.723 1.286 -0.62
C -3.570 -0.189 1.923 -0.40
N 2.188 1.302 -2.060 -0.83
H 2.782 -1.455 -1.904 0.21
H 1.851 -1.744 -0.508 0.21
H 3.246 -0.637 -0.387 0.20
H 0.693 -0.158 -1.969 0.18
H 0.190 1.618 -0.574 0.22
H 1.540 1.301 0.540 0.19
H 0.335 -1.084 0.893 0.19
H -1.845 0.998 0.272 0.19
H -2.046 -1.604 1.628 0.37
H -4.148 -1.029 2.301 0.20
H -4.172 0.320 1.183 0.19
H -3.381 0.457 2.790 0.18
H 2.639 0.853 -2.865 0.35
H 2.952 1.673 -1.503 0.35



(6)
22
Properties=species:S:1:pos:R:3:nbo_charge:R:1 method="wB97M-V/def2-TZVPD" homo_energy_ev=-7.19 spin_multiplicity=1 smiles="C[C@@H]1C[C@@]1(C)N.C=N" e_lumo_ev=1.02
C 0.583 -1.046 -0.195 0.19
C -0.863 -0.098 -0.866 -0.22
C -0.613 -1.582 -0.913 -0.45
C 0.670 -0.932 1.253 -0.62
C -2.066 0.350 -0.088 -0.63
N 1.807 -0.980 -0.887 -0.82
H -0.732 0.400 -1.818 0.20
H 1.718 -0.992 -1.892 0.37
H 2.411 -0.223 -0.596 0.36
H -1.264 -2.204 -0.304 0.21
H -0.411 -2.010 -1.892 0.21
H -0.240 -1.211 1.772 0.22
H 1.517 -1.470 1.674 0.23
H 0.805 0.237 1.476 0.21
H -2.989 -0.035 -0.536 0.20
H -2.020 0.011 0.946 0.20
H -2.152 1.435 -0.071 0.23
C 0.712 1.995 1.005 -0.15
N 0.324 2.003 -0.239 -0.59
H 1.103 1.956 -0.896 0.33
H 1.745 2.189 1.309 0.16
H -0.044 2.208 1.758 0.18



(7)
22
Properties=species:S:1:pos:R:3:mulliken_charge:R:1 method="wB97M-V/def2-TZVPD" homo_energy_ev=-7.72 spin_multiplicity=1 e_lumo_ev=0.19
C -1.592 -0.393 2.281 -1.28
C -0.804 -0.593 0.975 0.23
C -0.359 0.758 0.383 -0.66
C -0.007 0.641 -1.039 0.02
C -0.987 0.508 -2.092 -0.90
C 2.334 0.554 -1.497 -0.90
N 1.200 -0.309 -1.193 -0.22
N 0.364 -1.380 1.293 -0.68
H -2.571 0.059 2.027 0.36
H -0.917 0.087 3.073 0.31
H -1.955 -1.411 2.603 0.37
H -1.289 -1.082 0.152 0.43
H 0.491 1.189 1.037 0.30
H -1.038 1.525 0.317 0.42
H -2.079 0.536 -2.209 0.27
H -0.626 1.698 -1.696 0.13
H 2.161 1.314 -2.249 0.32
H 2.580 1.088 -0.511 0.27
H 3.221 -0.116 -1.839 0.28
H 0.819 -0.770 -2.021 0.40
H 0.253 -2.257 1.881 0.22
H 0.802 -1.646 0.322 0.32



(8)
22
Properties=species:S:1:pos:R:3:nbo_charge:R:1 method="wB97M-V/def2-TZVPD" homo_energy_ev="-7.48 / -6.68" spin_multiplicity=1 e_lumo_ev="0.61 / -0.22"
C -1.854 0.271 -0.146 0.15
C -1.233 1.577 0.145 -0.69
C -2.538 -0.556 0.862 -0.70
C 1.994 0.331 1.096 -0.64
C 2.196 -0.474 -1.356 -0.68
N -0.481 -1.571 -0.856 -0.51
C 1.374 -0.335 -0.099 0.13
N 0.172 -0.800 0.005 -0.24
H 0.188 -1.960 -1.546 0.28
H -2.161 0.112 -1.170 0.20
H -0.322 1.710 -0.448 0.24
H -1.920 2.382 -0.151 0.23
H -2.224 -0.318 1.878 0.21
H -2.324 -1.608 0.644 0.27
H -3.626 -0.427 0.774 0.23
H -0.978 1.688 1.198 0.22
H 2.875 -0.222 1.447 0.21
H 1.280 0.378 1.919 0.22
H 2.335 1.348 0.870 0.20
H 2.682 -1.455 -1.436 0.22
H 1.578 -0.349 -2.252 0.22
H 2.987 0.278 -1.380 0.22



(9)
22
Properties=species:S:1:pos:R:3:nbo_charge:R:1 method="wB97M-V/def2-TZVPD" homo_energy_ev="-14.55 / -14.55" spin_multiplicity=2 charge=+1 e_lumo_ev="-3.67 / -8.19"
C -2.217 -0.243 -1.502 -0.64
C -1.321 -0.488 -0.291 -0.41
C -0.073 -1.375 -0.555 -0.41
C 1.165 -0.584 -0.987 -0.40
C 1.837 0.208 0.124 -0.28
N 1.159 1.242 0.807 -0.25
C 0.853 1.167 2.113 0.23
N 0.018 2.041 2.568 -0.40
H -3.257 -0.598 -1.473 0.24
H -1.795 -0.737 -2.383 0.21
H -2.426 0.798 -1.722 0.22
H -1.932 -1.075 0.397 0.23
H -1.073 0.425 0.244 0.17
H -0.418 -2.062 -1.336 0.24
H 0.055 -2.082 0.273 0.21
H 1.869 -1.206 -1.532 0.26
H 0.683 0.066 -1.736 0.23
H 2.199 -0.539 0.838 0.23
H 2.743 0.615 -0.353 0.28
H 0.693 2.021 0.327 0.45
H 1.402 0.369 2.607 0.21
H -0.163 2.038 3.573 0.39



(10)
23
Properties=species:S:1:pos:R:3:nbo_charge:R:1 method="wB97M-V/def2-TZVPD" homo_energy_ev=-8.26 spin_multiplicity=1 smiles="[H]/N=C/C(C)(C)[C@H](N)CO" e_lumo_ev=0.84
C -0.063 0.134 0.530 0.03
C -0.445 -0.635 -0.672 -0.08
C -1.492 0.543 -1.508 -0.07
C 0.928 1.284 0.386 -0.65
C -1.187 0.474 1.499 -0.64
N 0.614 -0.996 -1.563 -0.89
C 1.005 -1.165 1.411 0.13
O -0.721 1.558 -2.063 -0.73
N 2.107 -1.498 0.833 -0.70
H 0.117 1.138 -2.350 0.48
H -1.100 -1.479 -0.448 0.18
H 1.473 -1.201 -0.997 0.41
H 0.389 -1.864 -2.044 0.37
H 2.707 -2.097 1.414 0.35
H -1.937 -0.071 -2.299 0.14
H -2.320 0.965 -0.941 0.17
H 0.769 -1.554 2.421 0.15
H -1.642 1.438 1.257 0.22
H 1.669 1.094 -0.391 0.23
H 1.477 1.433 1.320 0.21
H 0.414 2.228 0.184 0.23
H -1.967 -0.292 1.505 0.21
H -0.794 0.564 2.516 0.22